No. 1
8
Properties=species:S:1:pos:R:3:forces:R:3 method="wB97M-V/def2-TZVPD" mol_weight_g_mol=130.972 orbital_gap_ev=10.3 charge=0 e_above_lowest_kcal_mol=11.0 homo_energy_ev=-9.5 smiles="C#C/C=C/Br" multiplicity=1 max_force_ev_per_a=6.631 lumo_ev=0.709
C -2.237687 -0.053995 0.083034 -1.445 -0.790 -0.417
C -1.094026 0.181937 -0.087562 6.433 1.519 0.525
C 0.490698 0.568418 0.009855 -5.435 -0.135 0.380
C 1.345077 -0.431891 0.027470 0.161 2.162 -0.552
Br 3.165386 -0.005580 -0.003102 0.320 -0.455 0.208
H -3.154350 -0.526233 -0.065125 -1.140 -0.059 0.238
H 0.532838 1.646642 0.205631 0.880 -0.628 -0.318
H 0.952064 -1.379299 -0.170202 0.226 -1.613 -0.063

No. 2
93
Properties=species:S:1:pos:R:3:forces:R:3 method="wB97M-V/def2-TZVPD" mol_weight_g_mol=800.829 orbital_gap_ev=6.2 charge=-1 e_above_lowest_kcal_mol=0.0 homo_energy_ev=-3.8 multiplicity=1 max_force_ev_per_a=0.787 lumo_ev=2.486
Pt 0.982986 0.151603 -1.537886 0.133 0.370 0.681
C 1.137091 -3.036918 -3.331314 0.061 0.015 -0.013
C 0.099625 -3.636865 -2.398403 -0.010 0.065 -0.001
C -1.245756 -3.773152 -3.125789 0.007 0.018 -0.025
C -0.147646 -2.924871 -1.092263 0.023 -0.139 -0.033
C -0.671651 -3.578833 0.030423 -0.007 0.076 -0.084
C -0.981164 -2.579251 0.931443 0.039 -0.079 -0.046
C -1.436979 -2.723395 2.354438 0.036 0.042 0.016
C -2.362561 -3.923992 2.527544 0.011 -0.021 0.013
C -0.206599 -2.826952 3.264338 -0.004 0.050 0.035
N -0.668769 -1.403421 0.360843 0.147 0.026 0.151
N -0.109334 -1.612042 -0.874282 -0.059 0.011 0.018
B -1.043198 0.000603 0.919614 -0.015 0.005 -0.032
N 0.141374 0.610112 1.695593 0.160 -0.081 0.015
N 1.322866 -0.071694 1.705530 -0.106 0.141 0.100
C 2.140278 0.591843 2.503237 -0.089 -0.038 -0.186
C 1.494084 1.730927 3.023768 0.027 -0.070 0.291
C 0.215475 1.688141 2.524528 -0.028 0.062 -0.328
C -0.874209 2.678724 2.833783 0.001 0.060 -0.068
C -2.045514 2.078171 3.616599 0.055 -0.030 0.029
C -1.339054 3.458392 1.601891 -0.029 0.039 -0.007
C 3.551576 0.133211 2.752002 -0.015 0.084 -0.046
C 3.775856 -1.308770 2.316175 -0.019 -0.055 0.034
C 3.925137 0.321767 4.222536 0.025 0.015 0.027
N -1.621654 0.810085 -0.287367 0.202 -0.092 0.106
N -0.896511 0.975910 -1.414586 -0.267 0.033 -0.682
C -1.707796 1.429018 -2.371687 -0.133 0.054 0.127
C -2.989020 1.589747 -1.825196 0.004 0.053 0.014
C -2.901783 1.173933 -0.513122 -0.024 -0.204 -0.021
C -4.005386 1.016627 0.492918 -0.001 0.015 -0.005
C -5.139844 2.000620 0.220360 -0.001 0.009 -0.013
C -4.524313 -0.424975 0.486841 -0.010 -0.009 -0.014
C -1.408465 1.610591 -3.839734 0.001 -0.039 0.009
C -0.947501 0.306342 -4.495581 0.012 0.038 -0.005
C -0.468339 2.760825 -4.193489 -0.014 0.034 0.077
H 1.231246 -3.669121 -4.218876 -0.021 0.020 0.002
H 2.113892 -2.965430 -2.860548 0.048 0.049 0.024
H 0.855767 -2.034487 -3.654993 0.011 0.001 0.038
H 0.435419 -4.642263 -2.123339 -0.021 -0.009 0.003
H -1.610843 -2.783652 -3.411842 -0.001 -0.016 0.014
H -1.999947 -4.242633 -2.492438 0.010 0.001 -0.001
H -1.129310 -4.368245 -4.034827 -0.007 -0.002 0.002
H -0.813990 -4.641127 0.143184 0.006 0.014 0.012
H -1.978888 -1.821664 2.641895 -0.041 0.004 -0.046
H -1.840692 -4.857585 2.304087 0.002 0.010 -0.007
H -3.230466 -3.856250 1.869261 -0.004 -0.001 0.002
H -2.714886 -3.983205 3.559661 0.005 0.002 -0.012
H 0.376878 -3.715934 3.012780 -0.003 -0.003 -0.002
H -0.507967 -2.895306 4.312982 -0.016 -0.011 -0.008
H 0.437567 -1.954637 3.137916 -0.008 -0.046 -0.011
H -1.976684 -0.112323 1.660132 -0.006 -0.105 0.050
H 1.879076 2.473592 3.705600 0.009 -0.017 -0.025
H -0.393392 3.398376 3.503198 0.010 0.003 0.008
H -2.636682 1.400385 3.003228 0.086 -0.008 0.107
H -2.706311 2.870972 3.977342 0.000 0.001 -0.020
H -1.681806 1.514071 4.477492 -0.006 0.011 0.006
H -1.759292 2.799987 0.843193 0.027 0.131 0.109
H -0.500219 3.984289 1.143718 0.005 -0.016 -0.005
H -2.102225 4.191813 1.878399 0.014 0.016 0.017
H 4.206609 0.776990 2.152571 0.025 -0.029 -0.007
H 3.120515 -1.981836 2.877489 0.021 0.012 -0.004
H 4.813016 -1.600258 2.504301 -0.015 0.005 0.003
H 3.561727 -1.442755 1.258832 -0.043 0.034 -0.092
H 3.291323 -0.302324 4.858817 0.000 0.004 -0.009
H 3.802351 1.358373 4.543297 0.012 -0.031 -0.011
H 4.965680 0.035557 4.394142 -0.003 0.004 -0.001
H -3.862286 1.950164 -2.343251 0.012 -0.006 0.007
H -3.602521 1.231112 1.482733 -0.071 -0.006 -0.137
H -5.607488 1.800381 -0.746432 -0.001 0.002 0.006
H -4.778543 3.030062 0.214927 0.001 -0.003 0.005
H -5.911783 1.908622 0.986910 0.005 -0.002 -0.002
H -4.950204 -0.665324 -0.490383 -0.007 0.002 0.006
H -5.301483 -0.558650 1.243845 0.009 0.002 -0.004
H -3.719041 -1.133341 0.685274 -0.013 0.004 -0.002
H -2.388514 1.858538 -4.261870 0.001 -0.014 -0.016
H 0.041513 0.027129 -4.128119 -0.009 0.013 0.011
H -0.891031 0.436938 -5.579498 -0.003 -0.009 0.011
H -1.639476 -0.510910 -4.279824 0.020 0.009 0.006
H 0.550923 2.546634 -3.881914 0.062 -0.023 0.035
H -0.774541 3.688701 -3.706055 -0.009 -0.011 -0.009
H -0.484731 2.916567 -5.275782 0.021 0.005 0.021
S 1.903899 2.235458 -1.525267 -0.113 -0.166 -0.299
C 3.612800 1.994876 -1.827391 -0.024 0.061 0.095
C 4.463844 3.086867 -2.003191 0.012 0.068 0.019
C 5.826277 2.910030 -2.183189 -0.057 0.045 0.009
C 6.356697 1.624116 -2.189381 -0.042 -0.092 0.011
C 5.514936 0.535085 -2.025743 0.093 0.033 -0.014
C 4.139728 0.705519 -1.853006 0.047 -0.169 -0.039
S 3.100864 -0.698637 -1.694061 -0.119 -0.212 0.006
H 4.039706 4.085239 -1.991998 0.002 -0.010 0.002
H 6.470717 3.770907 -2.316635 -0.006 -0.001 0.000
H 7.420386 1.469879 -2.327378 -0.003 -0.004 0.007
H 5.918586 -0.471391 -2.033679 -0.015 -0.003 -0.006

No. 3
21
Properties=species:S:1:pos:R:3:forces:R:3 method="wB97M-V/def2-TZVPD" mol_weight_g_mol=115.180 orbital_gap_ev=7.5 charge=0 e_above_lowest_kcal_mol=88.2 homo_energy_ev=-6.8 multiplicity=1 max_force_ev_per_a=1.144 lumo_ev=0.699
C 0.418174 1.857011 -0.493664 0.208 -0.123 -0.850
C -0.088537 -2.502439 0.904378 0.123 0.110 0.108
C 1.019683 -1.471258 -1.140472 -0.131 0.038 -0.056
N -0.544970 0.946366 -0.662174 -0.044 0.513 0.234
C -0.645195 -0.184337 0.212552 0.359 -0.072 0.326
C 0.065984 -1.302531 0.007538 -0.189 0.215 -0.020
N -1.546819 0.064393 1.251576 -0.212 -0.017 -1.043
N 0.375168 2.965744 -1.245002 -0.356 -0.097 0.229
H -1.430763 1.237070 -1.075727 0.105 -0.142 -0.049
H -1.539163 1.034809 1.574580 0.113 -0.911 0.386
H -1.729322 -0.721901 1.855711 0.018 0.613 0.304
H 1.020911 3.701721 -1.010858 0.009 -0.061 0.010
H -0.476782 3.273010 -1.703216 0.106 -0.047 -0.043
H 0.941088 1.951593 0.648852 -0.220 -0.036 1.122
H 0.682201 2.213697 1.751515 0.209 -0.006 -0.609
H 0.828445 -3.094768 0.911417 -0.021 0.017 -0.031
H -0.289799 -2.230265 1.941679 -0.045 0.019 0.025
H 2.044124 -1.592301 -0.775595 -0.054 -0.028 0.061
H -0.895398 -3.159558 0.562080 0.029 0.040 0.011
H 0.774814 -2.374616 -1.708032 0.034 0.061 -0.059
H 1.016155 -0.611442 -1.807137 -0.042 -0.085 -0.056

No. 4
12
Properties=species:S:1:pos:R:3:forces:R:3 method="wB97M-V/def2-TZVPD" mol_weight_g_mol=73.095 orbital_gap_ev=10.7 charge=0 e_above_lowest_kcal_mol=75.0 homo_energy_ev=-9.9 smiles="O=C[C@H]1CN1.[H][H]" multiplicity=1 max_force_ev_per_a=0.560 lumo_ev=0.856
O -2.023510 -0.248935 -0.092527 0.304 0.442 0.163
C -1.294766 0.641851 0.267665 -0.184 -0.291 -0.077
C 0.070307 0.910930 -0.285359 -0.132 0.173 0.022
C 1.208114 -0.020900 -0.023988 0.194 -0.103 0.236
N 0.555717 0.014755 -1.318544 0.106 0.054 -0.229
H -1.602682 1.333238 1.080571 0.005 -0.025 -0.089
H 0.328811 1.969828 -0.325631 -0.042 -0.152 -0.007
H 1.045913 -0.928636 0.550684 -0.037 0.176 -0.110
H 2.191390 0.432021 0.094641 -0.173 -0.067 -0.040
H 1.110931 0.518824 -2.002900 -0.050 -0.037 0.074
H -0.980988 -2.141176 0.753987 0.040 -0.118 0.075
H -0.609237 -2.481800 1.301400 -0.032 -0.053 -0.017

No. 5
26
Properties=species:S:1:pos:R:3:forces:R:3 method="wB97M-V/def2-TZVPD" mol_weight_g_mol=132.180 orbital_gap_ev=12.0 charge=+1 e_above_lowest_kcal_mol=19.2 homo_energy_ev=-14.7 multiplicity=1 max_force_ev_per_a=2.000 lumo_ev=-2.671
C 1.028817 -0.056204 0.158811 1.275 0.320 -0.792
C 1.545717 -1.466291 0.263854 -0.827 -1.029 0.537
C 2.213688 -1.937787 -1.045358 -1.605 0.866 0.820
N 0.451667 0.550457 1.389921 -0.795 -0.047 -0.252
H 1.863942 0.586651 -0.109637 0.393 0.070 0.250
H 0.379350 0.113991 -0.692222 -0.674 -0.290 0.314
H 0.736880 -2.182121 0.463232 -0.302 0.321 -0.186
H 2.131955 -1.612449 1.178204 0.606 0.369 -0.337
H 2.414746 -2.991033 -0.892992 0.961 0.073 -0.417
H 1.424536 -1.884255 -1.800496 0.086 -0.105 -0.149
H 2.962313 -1.213781 -1.355829 0.682 -0.688 0.007
H 0.608066 0.030312 2.251014 0.536 0.028 -0.085
H 0.765954 1.530207 1.425806 -0.023 0.085 0.470
H -0.565652 0.553524 1.331680 -0.190 0.096 -0.229
H -2.197139 0.464772 -1.131413 0.042 0.103 0.184
H -1.987644 1.922581 -1.254773 0.026 0.224 0.245
O -1.735617 1.195118 -0.674280 -0.087 -0.253 -0.235
H 1.204809 4.149159 1.181264 0.226 -0.213 0.584
H 0.825040 3.327149 0.025698 0.090 -0.420 0.013
O 1.181081 3.217758 0.920943 -0.325 0.607 -0.689
H -1.710976 -1.578774 3.114389 0.409 -0.114 -0.076
H -2.489008 -0.885790 2.076195 -0.197 0.174 -0.430
O -1.584822 -1.161649 2.249940 -0.323 -0.073 0.537
H -3.757417 -0.714018 -2.931035 -0.152 0.045 0.112
H -2.518550 0.003589 -3.416102 -0.018 0.092 -0.057
O -3.191736 0.038882 -2.726813 0.186 -0.245 -0.140

No. 6
12
Properties=species:S:1:pos:R:3:forces:R:3 method="wB97M-V/def2-TZVPD" mol_weight_g_mol=144.563 orbital_gap_ev=8.1 charge=0 e_above_lowest_kcal_mol=51.1 homo_energy_ev=-9.4 multiplicity=1 max_force_ev_per_a=6.619 lumo_ev=-1.233
C -2.205522 1.409911 -0.787392 2.060 4.396 4.499
C 1.604194 -2.070217 -0.076856 1.555 -0.017 -2.615
O -0.878868 1.079520 -0.942450 3.199 -1.770 0.434
P -0.013036 0.384137 0.274113 -2.302 -1.076 -1.011
S 1.460321 -0.440522 -0.920259 -0.601 -0.337 0.581
Cl -1.613937 -1.779153 0.597302 1.037 1.652 -0.248
H -2.784393 0.616813 -0.650181 -2.488 -3.504 0.521
H -2.449335 1.986824 -1.583871 -1.028 1.626 -2.426
H -2.223024 2.107660 0.177111 -0.705 -1.291 -1.780
H 1.749889 -2.689636 -0.973122 0.393 0.011 0.209
H 0.806849 -2.567438 0.358491 -2.052 0.168 1.117
H 2.477006 -2.131825 0.511451 0.934 0.141 0.720

Q: Which value of charge does entry 2 give?
A: -1